(1)
ORCA calculation (ωB97M-V with the def2-TZVPD basis set) on a molecular structure, C44H63BrN6OP2Rb at a distorted geometry.

```
118
Properties=species:S:1:pos:R:3:forces:R:3:lowdin_spin:R:1
Rb 1.291 -0.399 -0.136 -0.6 0.1 0.1 0.001
C -0.796 5.427 -0.040 -13.1 -0.4 -2.3 0.000
C -1.214 3.956 -0.417 4.8 -1.2 -1.0 0.000
C -1.891 4.003 -1.698 -5.9 2.5 2.3 0.000
P -1.708 3.005 0.980 -2.2 -1.8 2.2 0.000
C -2.981 4.061 2.242 -1.3 2.1 -1.2 0.000
C -2.493 4.395 3.639 3.1 -2.2 2.3 0.000
C -4.219 3.238 2.519 4.3 -4.8 0.5 0.000
C -0.264 2.900 2.043 3.1 0.8 -1.0 0.000
C 1.048 3.500 1.699 -2.1 -2.1 4.0 0.000
C 2.113 3.379 2.560 2.1 -0.1 -0.8 0.000
C 2.000 2.490 3.621 1.9 -0.7 0.2 0.001
C 0.998 1.693 3.914 -2.8 -3.6 1.1 0.002
C -0.275 1.801 2.992 1.1 -0.8 1.5 0.000
N -1.237 0.931 2.911 2.5 6.5 -4.8 0.001
C -1.589 -0.094 3.504 -2.6 -7.1 5.1 0.000
C -1.855 0.033 4.909 -1.0 -2.9 -1.6 0.000
C -2.408 -0.853 5.835 1.8 -0.9 -2.2 0.000
C -2.416 -2.138 5.404 -1.0 -4.1 -6.2 0.000
C -2.324 -2.486 3.928 2.1 2.8 -1.4 -0.002
C -1.831 -1.383 2.827 -2.3 -1.9 6.7 0.004
P -1.652 -1.612 1.159 0.3 4.8 -1.0 0.022
C 2.962 -2.676 3.695 -3.0 -1.7 -1.8 0.507
C 2.306 -2.837 4.922 3.2 0.0 7.2 0.062
C 2.294 -1.841 2.663 -2.6 1.6 1.5 0.067
C -1.668 -3.251 0.785 5.2 -2.4 1.4 0.004
C -0.349 -3.982 1.767 -10.6 -1.6 5.6 0.002
C -2.773 -4.145 0.640 0.9 -5.6 -2.1 0.001
H 0.041 5.262 0.269 10.2 0.1 2.9 0.000
H -1.533 5.574 0.932 2.0 0.6 -2.6 0.000
H -1.236 5.874 -1.007 1.9 1.0 2.2 0.000
H -0.349 3.198 -0.879 -0.6 2.0 2.2 0.000
H -1.946 3.284 -2.408 -0.2 -3.3 -1.3 0.000
H -1.542 4.803 -2.283 0.4 1.5 -0.6 0.000
H -2.996 4.270 -1.288 1.6 -0.3 -2.1 0.000
H -3.410 4.938 1.582 1.2 -0.9 1.3 0.000
H -1.913 3.351 3.845 -1.6 2.1 0.4 0.000
H -2.937 4.758 4.690 -0.7 -1.1 -2.7 0.000
H -1.639 5.005 3.708 1.4 1.2 -0.7 0.000
H -4.495 3.333 3.564 -1.6 0.5 -0.6 0.000
H -3.767 2.090 2.540 -1.0 2.3 0.4 0.000
H -4.610 3.122 1.569 -3.0 0.1 -1.2 0.000
H 1.276 3.786 0.768 0.2 1.7 -3.5 0.000
H 3.247 3.453 2.354 -2.0 0.8 -0.6 0.000
H 2.923 2.042 3.931 0.9 0.7 0.9 0.000
H 1.369 0.728 4.734 -2.1 2.8 -2.7 0.004
H -1.683 0.961 5.204 0.7 4.3 1.6 0.000
H -2.376 -0.729 6.852 -0.3 1.1 2.4 0.000
H -2.689 -3.137 5.730 -0.2 0.5 1.9 0.000
H -2.361 -3.580 3.497 -0.1 2.3 1.4 0.000
H 3.399 -3.509 3.180 1.0 -0.7 0.7 0.032
H 2.641 -3.666 5.780 0.5 1.4 -2.7 0.002
H 1.426 -2.721 5.532 -1.7 1.0 -2.0 0.021
H 2.855 -1.607 5.725 -0.8 -2.2 -1.3 0.217
H 2.793 -2.041 1.744 0.1 0.1 -1.0 -0.002
H 2.645 -0.899 3.120 -0.8 0.9 -1.1 0.024
H 0.911 -1.778 2.534 4.2 -0.3 0.4 0.032
H -0.710 -3.141 0.300 -1.2 -0.4 -3.5 0.000
H -0.393 -3.171 2.661 0.4 -3.3 -0.9 0.000
H 0.433 -3.903 1.304 8.6 1.0 -5.2 0.000
H -0.407 -5.584 1.612 -0.1 4.0 1.3 -0.002
H -2.308 -5.288 0.374 -1.0 2.8 -0.1 0.000
H -3.612 -4.030 -0.086 0.5 0.5 1.1 0.000
H -2.878 -4.433 1.650 -2.1 -0.1 1.3 0.000
C -2.384 -0.316 -2.533 0.3 2.6 4.3 0.000
C -3.419 0.852 -2.620 -3.2 1.9 1.1 0.000
C -4.193 1.454 -1.258 7.5 -5.3 -2.5 0.000
C -5.181 2.271 -1.410 -2.6 6.5 2.4 0.000
C -5.632 2.735 -2.708 0.6 -1.3 -1.8 0.000
Br -6.931 4.174 -3.019 0.3 -0.8 0.8 0.000
N -5.143 2.303 -3.848 2.6 0.4 2.5 0.000
C -3.893 1.588 -3.672 0.6 -1.9 -3.3 0.000
H -1.527 0.248 -1.837 -2.0 -1.9 -1.3 0.000
H -1.758 -0.803 -3.311 -1.3 0.6 0.0 0.000
H -2.998 -0.994 -1.793 1.9 0.6 -1.5 0.000
H -3.337 1.167 -0.492 -2.8 1.0 -0.2 0.000
H -5.374 3.146 -0.508 0.1 -2.9 -2.3 0.000
H -3.250 1.447 -4.675 -1.9 0.4 1.9 0.000
O 1.597 2.223 -1.799 -0.6 -3.1 0.7 0.000
N 2.656 2.504 -2.345 -3.7 8.6 -2.1 0.000
C 2.465 4.027 -2.920 6.0 -0.5 -3.0 0.000
C 3.768 4.723 -3.194 -3.5 -2.9 1.8 0.000
C 5.053 4.197 -2.742 -4.6 -4.6 0.1 0.000
C 5.064 2.768 -2.363 2.2 3.0 0.2 0.000
C 3.843 2.046 -2.313 3.9 -3.9 3.0 0.000
H 1.810 4.359 -3.840 0.1 -1.6 2.6 0.000
H 3.403 5.612 -3.726 1.6 0.2 0.3 0.000
H 5.915 4.624 -3.011 3.2 1.9 -0.4 0.000
H 6.205 2.265 -1.873 -4.1 1.5 -1.9 0.000
H 3.941 1.055 -1.751 -0.5 1.2 -1.1 0.000
C 1.736 -5.549 -3.013 1.2 -1.1 -2.6 0.000
N 0.395 -5.511 -2.645 -0.3 -3.7 0.2 0.000
C -0.091 -6.636 -1.922 -3.4 1.0 0.5 0.000
C -0.385 -4.386 -2.586 -3.5 2.4 4.9 0.000
C 0.130 -3.145 -3.219 0.4 -2.8 -3.3 0.000
C 0.518 -3.324 -4.576 -2.7 -2.7 0.4 0.000
C 1.028 -2.343 -5.376 0.7 -4.3 -2.3 0.000
C 1.299 -1.079 -4.890 1.3 -2.2 -0.7 0.000
C 1.191 -1.112 -3.538 0.2 3.1 4.8 0.000
C 0.556 -2.053 -2.637 1.6 3.8 1.9 0.000
H 1.750 -5.525 -4.128 0.6 0.8 0.3 0.000
H 2.230 -6.634 -2.985 -0.8 2.5 1.4 0.000
H 2.108 -4.606 -2.603 1.8 -0.6 0.0 0.000
H 0.230 -6.950 -0.761 -0.9 1.7 -2.4 0.000
H 0.252 -7.463 -2.504 -0.5 -1.2 -0.3 0.000
H -1.376 -6.280 -2.140 3.4 -2.4 1.5 0.000
H -0.503 -4.269 -1.338 -0.2 0.8 -3.1 0.000
H -1.549 -4.506 -2.912 2.3 -0.4 0.3 0.000
H 0.223 -4.407 -4.840 1.0 1.8 -0.9 0.000
H 1.631 -2.857 -6.257 -1.6 1.8 0.9 0.000
H 2.008 -0.788 -5.638 0.5 2.4 0.5 0.000
H 1.618 -0.290 -2.797 -0.4 -0.6 -2.4 0.000
N 6.979 -0.939 -1.543 -0.5 -2.5 -0.5 0.000
N 7.262 -0.475 -2.802 -0.7 2.3 -3.3 0.000
H 6.009 -1.170 -1.564 -0.7 0.0 1.4 0.000
H 7.302 -0.292 -0.898 0.1 1.1 1.6 0.000
H 6.592 0.317 -3.024 1.1 -0.6 0.2 0.000
H 6.920 -1.138 -3.503 0.7 -0.3 0.5 0.000
```
Positions in Å, forces in eV/Å.

The total energy comes out at -146869.3921 eV. Its max |F| is 0.259 Eh/bohr. As for the multiplicity: 2. The calculation puts the energy above the lowest of the compared OMol25 structures with the same formula, charge and spin at 40.7432 eV. Its net charge is -2. As for the frontier orbital gap (spin up / spin down): 2.154 / 2.125 eV.



(2)
ORCA calculation (ωB97M-V with the def2-TZVPD basis set) on 6 unconnected molecules or ions with the total composition C44H63Cl2N4O9PS2 at a distorted geometry.

```
125
Properties=species:S:1:pos:R:3:forces:R:3:lowdin_charge:R:1
C 3.272 -1.368 0.526 -0.1 0.2 -0.4 0.001
C 3.111 0.121 0.719 0.4 -0.8 0.0 -0.129
C 4.152 0.925 0.245 0.8 -0.1 -0.4 -0.097
C 5.409 0.406 -0.439 -0.3 0.4 -0.3 -0.104
C 5.200 -0.418 -1.727 0.2 -1.2 0.2 -0.215
C 5.660 -1.894 -1.582 0.0 -0.1 0.1 -0.475
S 6.923 -2.316 -2.831 0.0 0.0 0.3 0.940
C 7.305 -3.998 -2.559 0.0 -0.2 -0.1 -1.123
S 7.978 -4.868 -3.752 0.1 0.1 -0.2 0.685
N 7.019 -4.599 -1.329 -0.1 0.3 0.2 -0.137
C 7.174 -4.123 -0.026 0.1 0.9 -0.3 -0.090
C 6.749 -5.085 0.795 -0.5 -1.0 0.2 -0.119
N 6.329 -6.198 0.054 0.1 0.6 0.6 0.085
C 6.512 -5.864 -1.178 -0.2 -1.0 -0.1 -0.201
C 4.046 2.274 0.441 0.6 0.5 -0.1 -0.048
C 2.946 2.820 1.070 0.3 1.3 0.4 -0.126
C 1.906 2.066 1.529 -1.1 -0.7 0.1 -0.251
P 0.562 3.072 2.340 0.6 0.8 0.8 0.676
O -0.370 2.046 3.184 -0.2 -0.2 -0.6 -0.362
Cl -0.617 3.528 0.674 0.0 -0.4 0.2 0.234
C 1.997 0.662 1.346 -0.4 -0.1 0.2 -0.120
C 0.887 -0.239 1.835 -0.4 0.6 0.2 -0.156
C -0.415 -0.058 1.044 0.5 -0.9 -0.4 -0.170
C -1.503 -1.060 1.491 0.5 0.9 0.0 -0.214
N -2.696 -0.352 1.907 -0.2 -0.4 0.5 -0.068
C -3.918 -1.121 1.803 0.3 0.5 -0.4 -0.163
C -4.363 -1.569 0.408 0.3 0.0 0.5 -0.145
C -5.290 -2.594 0.355 -0.1 -0.4 0.6 -0.048
C -5.808 -3.074 -0.817 -0.2 -0.4 -0.1 -0.100
C -5.386 -2.522 -2.007 -0.3 -0.4 -0.3 -0.092
C -4.461 -1.511 -1.992 0.1 0.1 -0.6 -0.032
C -3.956 -1.030 -0.800 0.1 0.6 0.0 -0.265
O -3.043 0.014 -0.846 0.1 0.0 0.3 0.025
C 3.153 4.331 1.123 -0.3 -0.6 -0.3 -0.367
O 2.593 5.172 1.776 0.1 -0.2 -0.6 0.098
N 4.204 4.570 0.214 0.2 0.3 -0.3 0.038
C 4.020 5.468 -0.936 0.0 0.5 0.4 -0.116
C 2.636 5.410 -1.575 -0.1 -0.2 -0.4 -0.242
C 2.398 4.123 -2.364 0.2 0.2 0.2 -0.558
Cl 0.682 4.018 -2.853 0.3 -0.3 -0.1 0.601
C 4.980 3.405 0.053 -0.7 -0.4 0.3 -0.332
O 6.139 3.394 -0.269 -0.4 0.0 -0.4 0.132
H 2.518 -1.952 1.031 0.1 -0.1 0.1 0.067
H 4.257 -1.717 0.827 0.1 0.0 0.1 0.090
H 3.171 -1.576 -0.538 0.0 -0.2 0.0 0.081
H 5.979 1.284 -0.723 0.2 0.0 0.2 0.093
H 6.009 -0.114 0.310 0.0 -0.3 -0.1 0.129
H 5.747 -0.002 -2.571 -0.1 0.4 0.1 0.088
H 4.150 -0.460 -2.004 -0.1 0.3 -0.1 0.106
H 6.081 -2.053 -0.600 0.0 0.1 0.1 0.026
H 4.845 -2.603 -1.692 -0.1 0.0 -0.1 0.080
H 7.548 -3.147 0.214 0.2 0.1 -0.2 0.116
H 6.698 -5.080 1.870 0.1 0.0 -0.2 0.070
H 6.274 -6.545 -1.977 0.1 0.4 -0.4 0.116
H 0.059 1.793 4.018 0.0 -0.1 0.1 0.018
H 1.127 -1.293 1.771 0.2 0.0 0.0 0.089
H 0.741 -0.030 2.892 -0.2 -0.1 0.0 0.086
H -0.762 0.965 1.043 -0.2 0.0 0.1 0.027
H -0.158 -0.302 0.010 -0.1 0.2 -0.1 0.118
H -1.675 -1.763 0.668 -0.2 -0.1 0.0 0.116
H -1.098 -1.624 2.339 -0.2 -0.2 0.0 0.106
H -2.771 0.551 1.472 0.0 0.0 -0.2 0.094
H -4.726 -0.525 2.232 0.0 0.0 0.1 0.124
H -3.796 -2.006 2.430 -0.2 -0.1 0.0 0.118
H -5.622 -3.032 1.289 0.0 0.0 0.1 0.118
H -6.526 -3.878 -0.807 -0.1 0.0 0.0 0.102
H -5.776 -2.896 -2.943 0.0 0.0 -0.1 0.106
H -4.129 -1.096 -2.935 0.2 0.2 0.1 0.116
H -3.400 0.730 -1.376 0.0 -0.1 -0.2 0.109
H 4.207 6.497 -0.634 0.2 0.0 0.0 0.125
H 4.761 5.181 -1.680 0.2 0.1 0.1 0.129
H 1.814 5.581 -0.881 0.2 -0.1 0.3 0.095
H 2.594 6.230 -2.295 0.0 0.1 0.0 0.117
H 3.019 4.128 -3.257 -0.1 -0.1 -0.1 0.079
H 2.638 3.226 -1.799 -0.1 -0.1 0.1 0.062
C -3.161 8.355 -2.588 0.0 0.2 -0.2 -0.028
C -2.143 7.630 -3.438 0.0 0.0 0.0 -0.504
C -1.473 6.424 -2.826 -0.1 0.3 -0.2 -0.067
O -1.878 8.002 -4.557 0.0 0.0 0.0 0.069
H -3.564 9.198 -3.146 0.0 0.0 0.0 0.079
H -3.978 7.680 -2.327 0.1 0.0 0.2 0.082
H -2.691 8.724 -1.675 -0.1 -0.1 0.1 0.084
H -2.222 5.670 -2.575 0.0 0.0 0.2 0.086
H -0.933 6.713 -1.922 -0.1 -0.1 0.1 0.083
H -0.773 6.006 -3.536 0.0 0.0 -0.1 0.016
C -9.149 -1.521 -3.279 0.1 -0.4 0.1 -0.029
C -9.097 -1.495 -1.773 0.0 0.0 0.0 -0.494
C -9.479 -0.197 -1.103 0.0 -0.1 0.2 -0.018
O -8.765 -2.463 -1.130 -0.1 0.0 0.0 0.057
H -8.851 -2.507 -3.633 0.0 0.0 0.1 0.082
H -10.160 -1.309 -3.623 0.1 0.2 -0.1 0.078
H -8.467 -0.776 -3.687 -0.1 0.1 0.0 0.073
H -10.506 0.067 -1.360 0.1 0.1 -0.1 0.086
H -8.809 0.600 -1.428 -0.1 0.1 -0.1 0.082
H -9.399 -0.311 -0.024 0.0 0.0 0.0 0.079
C 6.923 -8.348 4.259 0.0 0.1 -0.3 -0.018
C 7.307 -6.901 4.432 0.0 0.0 0.0 -0.485
C 7.558 -6.418 5.840 0.0 0.2 -0.1 -0.022
O 7.409 -6.160 3.481 0.1 -0.1 0.3 0.051
H 6.772 -8.557 3.202 0.0 0.0 0.0 0.085
H 7.716 -8.993 4.640 -0.1 0.0 0.1 0.086
H 5.996 -8.556 4.797 0.1 -0.1 0.1 0.086
H 8.378 -6.983 6.287 -0.1 -0.1 0.1 0.085
H 6.659 -6.546 6.444 0.1 -0.1 0.1 0.084
H 7.825 -5.364 5.819 0.0 0.0 0.0 0.081
C 0.291 -1.808 5.965 0.0 0.1 -0.3 -0.006
C 0.562 -0.344 6.188 0.0 0.0 0.1 -0.467
C 0.656 0.134 7.613 0.0 0.3 -0.1 -0.013
O 0.700 0.417 5.255 0.0 0.1 0.0 0.049
H 0.248 -2.011 4.897 0.0 0.0 0.0 0.075
H 1.087 -2.407 6.410 -0.1 0.0 0.1 0.090
H -0.664 -2.081 6.416 0.1 -0.1 0.1 0.092
H 1.467 -0.384 8.126 -0.1 -0.1 0.1 0.089
H -0.284 -0.060 8.132 0.1 -0.1 0.1 0.090
H 0.854 1.203 7.626 0.0 0.0 0.0 0.085
C -8.751 1.339 -6.701 -0.1 -0.2 0.1 -0.021
C -9.360 1.737 -5.378 0.0 0.0 0.0 -0.500
C -9.029 3.115 -4.858 -0.1 -0.1 0.2 -0.021
O -10.081 0.985 -4.763 0.0 0.1 0.0 0.052
H -9.068 0.331 -6.956 0.0 0.0 0.0 0.083
H -9.078 2.024 -7.484 0.1 0.1 0.0 0.086
H -7.662 1.362 -6.632 0.0 0.1 -0.1 0.086
H -9.368 3.873 -5.565 0.1 0.0 -0.1 0.086
H -7.951 3.211 -4.714 0.0 0.1 -0.1 0.085
H -9.529 3.271 -3.905 0.0 0.0 0.0 0.081
```
Positions in Å, forces in eV/Å.

Its SMILES is Cc1c(CCCSC(=S)n2ccnc2)c2c(c(P(O)Cl)c1CCCNCc1ccccc1O)C(=O)N(CCCCl)C2=O.CC(C)=O.CC(C)=O.CC(C)=O.CC(C)=O.CC(C)=O. The total energy comes out at -127042.4752 eV. Its max |F| is 0.027 Eh/bohr. As for the frontier orbital gap: 7.905 eV.



Look up the max |F| of the second one.
0.027 Eh/bohr